Record 1
{"formula": "C29H50O18", "method": "ωB97M-V with the def2-TZVPD basis set", "spin_multiplicity": 1, "e_tot_ev": -67739.171, "homo_energy_ev": -9.6, "symbols": ["C", "O", "C", "O", "O", "C", "H", "H", "H", "H", "H", "H", "C", "O", "C", "O", "O", "C", "H", "H", "H", "H", "H", "H", "C", "O", "C", "O", "O", "C", "H", "H", "H", "H", "H", "H", "C", "C", "C", "O", "C", "H", "H", "H", "H", "H", "H", "H", "H", "O", "C", "O", "C", "C", "C", "H", "H", "H", "H", "H", "H", "O", "C", "O", "C", "C", "C", "H", "H", "H", "H", "H", "H", "O", "C", "O", "C", "C", "C", "H", "H", "H", "H", "H", "H", "O", "C", "O", "C", "C", "C", "H", "H", "H", "H", "H", "H"], "positions_angstrom": [[2.663, 4.711, -0.480], [4.057, 4.888, -0.244], [4.736, 5.516, -1.208], [4.400, 5.596, -2.358], [5.855, 6.002, -0.685], [6.761, 6.600, -1.609], [2.109, 5.632, -0.308], [2.295, 3.962, 0.218], [2.518, 4.299, -1.478], [7.259, 5.830, -2.202], [7.509, 7.111, -1.012], [6.261, 7.289, -2.285], [2.052, -3.063, -0.612], [2.691, -3.931, 0.322], [1.950, -4.794, 0.994], [0.746, -4.862, 0.994], [2.759, -5.583, 1.698], [2.106, -6.671, 2.350], [1.353, -2.391, -0.115], [1.505, -3.660, -1.341], [2.875, -2.503, -1.037], [2.847, -7.275, 2.856], [1.562, -7.272, 1.618], [1.357, -6.304, 3.053], [-3.261, -2.514, -3.956], [-3.184, -1.117, -4.235], [-3.990, -0.318, -3.538], [-4.823, -0.662, -2.733], [-3.725, 0.927, -3.890], [-4.614, 1.933, -3.430], [-2.504, -2.771, -3.219], [-3.097, -3.044, -4.890], [-4.251, -2.788, -3.593], [-4.647, 1.954, -2.340], [-5.630, 1.723, -3.776], [-4.310, 2.892, -3.832], [0.233, 2.046, -1.438], [0.858, 0.648, -1.454], [-0.277, -0.160, -0.791], [-1.486, 0.498, -1.179], [-1.217, 1.741, -1.762], [0.716, 2.733, -2.133], [0.348, 2.412, -0.413], [1.823, 0.636, -0.958], [0.929, 0.343, -2.503], [-0.166, -0.059, 0.292], [-0.235, -1.186, -1.146], [-1.827, 2.559, -1.356], [-1.395, 1.766, -2.844], [4.108, -0.451, -0.683], [4.883, 0.463, -0.703], [5.092, 1.232, 0.389], [6.130, 2.166, 0.092], [6.968, 1.452, -0.938], [5.874, 0.865, -1.816], [6.695, 2.471, 0.972], [5.694, 3.095, -0.287], [7.536, 0.624, -0.509], [7.719, 2.057, -1.450], [6.101, -0.078, -2.303], [5.387, 1.602, -2.453], [-0.213, 1.715, 2.907], [-0.413, 0.674, 3.459], [-0.095, -0.514, 2.895], [0.057, -1.519, 3.884], [-0.699, -1.044, 5.146], [-0.955, 0.449, 4.867], [1.102, -1.736, 4.124], [-0.349, -2.459, 3.510], [-0.065, -1.146, 6.022], [-1.610, -1.621, 5.275], [-0.328, 1.058, 5.516], [-1.996, 0.746, 4.939], [-3.610, -4.118, 2.910], [-3.371, -3.992, 1.747], [-4.196, -4.468, 0.781], [-3.759, -4.033, -0.510], [-2.780, -2.887, -0.242], [-2.190, -3.284, 1.101], [-4.657, -3.680, -1.022], [-3.356, -4.847, -1.118], [-3.394, -2.003, -0.085], [-2.083, -2.708, -1.055], [-1.926, -2.433, 1.726], [-1.360, -3.991, 1.123], [-6.089, -0.156, 3.374], [-5.572, 0.317, 2.409], [-4.931, -0.428, 1.476], [-4.261, 0.436, 0.537], [-5.098, 1.718, 0.531], [-5.492, 1.789, 2.004], [-4.225, -0.045, -0.435], [-3.252, 0.666, 0.884], [-5.955, 1.652, -0.133], [-4.464, 2.574, 0.292], [-6.408, 2.341, 2.181], [-4.692, 2.159, 2.654]], "mulliken_charge": [-0.760, -0.318, 0.853, -0.572, -0.319, -0.680, 0.354, 0.244, 0.366, 0.285, 0.243, 0.316, -0.189, -0.343, 0.854, -0.599, -0.360, -0.624, -0.070, 0.317, 0.213, 0.216, 0.293, 0.277, -0.571, -0.389, 1.056, -0.617, -0.359, -0.456, 0.115, 0.330, 0.325, 0.035, 0.344, 0.247, -0.415, -0.557, 0.162, 0.028, -0.498, 0.333, 0.189, 0.044, 0.451, -0.018, -0.153, 0.226, 0.278, -0.576, 0.604, -0.357, 0.131, -0.572, -0.574, 0.334, -0.251, 0.285, 0.356, 0.342, 0.285, -0.600, 0.367, -0.186, -0.244, -0.647, -0.404, 0.355, 0.210, 0.316, 0.282, 0.311, 0.252, -0.620, 0.477, -0.400, -0.656, 1.046, 0.666, 0.317, 0.297, -0.503, -0.046, -0.515, -0.119, -0.608, 0.363, -0.294, 0.888, -0.675, -0.520, -0.374, -0.173, 0.407, 0.294, 0.375, 0.227]}

=====

Record 2
{"formula": "C3H9NSi", "method": "ωB97M-V with the def2-TZVPD basis set", "spin_multiplicity": 1, "e_tot_ev": -12622.052, "homo_energy_ev": -8.2, "symbols": ["C", "C", "C", "N", "Si", "H", "H", "H", "H", "H", "H", "H", "H", "H"], "positions_angstrom": [[-1.554, 1.748, 0.844], [-1.923, 1.093, -0.228], [1.794, -0.390, 0.169], [0.754, -1.349, -0.106], [-0.602, -1.036, -1.096], [-2.091, 2.622, 1.204], [-0.695, 1.465, 1.429], [-2.777, 1.346, -0.832], [1.681, 0.060, 1.160], [2.780, -0.862, 0.115], [1.748, 0.407, -0.570], [0.697, -2.062, 0.603], [-1.454, -2.213, -1.026], [-0.141, -0.589, -2.405]], "nbo_charge": [-0.484, -0.416, -0.399, -1.066, 1.224, 0.187, 0.184, 0.171, 0.185, 0.190, 0.201, 0.397, -0.183, -0.190]}

=====

Record 3
{"formula": "C6H7FS", "method": "ωB97M-V with the def2-TZVPD basis set", "spin_multiplicity": 1, "e_tot_ev": -19887.037, "homo_energy_ev": -8.4, "symbols": ["C", "C", "C", "C", "C", "C", "H", "H", "H", "H", "H", "H", "H", "F", "S"], "positions_angstrom": [[1.552, -0.411, -0.891], [0.232, -0.029, -0.237], [-0.902, -0.781, -0.081], [-1.920, -0.002, 0.660], [-1.369, 1.194, 0.917], [0.002, 1.297, 0.434], [1.648, -2.715, -0.235], [2.476, -0.158, -0.349], [1.655, 0.141, -1.835], [-1.083, -1.808, -0.432], [-2.958, -0.305, 0.872], [0.239, 2.122, -0.250], [0.702, 1.403, 1.274], [-1.922, 2.204, 1.594], [1.648, -2.153, -1.441]], "nbo_charge": [-0.538, -0.010, -0.217, -0.326, 0.423, -0.531, 0.118, 0.228, 0.230, 0.231, 0.232, 0.250, 0.252, -0.314, -0.029]}

=====

Record 4
{"formula": "C16H50LiN20O18", "method": "ωB97M-V with the def2-TZVPD basis set", "spin_multiplicity": 1, "e_tot_ev": -84238.181, "homo_energy_ev": -6.2, "charge": -1, "symbols": ["Li", "C", "C", "C", "O", "C", "C", "C", "O", "O", "O", "H", "H", "C", "O", "N", "N", "H", "H", "H", "H", "C", "O", "N", "N", "H", "H", "H", "H", "C", "O", "N", "N", "H", "H", "H", "H", "C", "O", "N", "N", "H", "H", "H", "H", "C", "O", "N", "N", "H", "H", "H", "H", "C", "O", "N", "N", "H", "H", "H", "H", "C", "O", "N", "N", "H", "H", "H", "H", "C", "O", "N", "N", "H", "H", "H", "H", "C", "O", "N", "N", "H", "H", "H", "H", "C", "O", "N", "N", "H", "H", "H", "H", "O", "H", "H", "O", "H", "H", "O", "H", "H", "O", "H", "H"], "positions_angstrom": [[-2.836, 1.041, -0.304], [-0.572, -1.520, 0.581], [0.742, -1.284, 0.604], [1.332, 0.105, 0.335], [2.571, 0.402, 0.463], [0.572, 1.177, -0.067], [-0.877, 0.923, -0.308], [-1.525, -0.423, 0.170], [-2.781, -0.504, 0.227], [-1.619, 1.789, -0.786], [1.364, -2.408, 0.831], [-0.989, -2.461, 0.907], [0.975, 2.174, -0.171], [-2.701, 1.189, -2.641], [-3.250, 1.013, -1.612], [-2.529, 2.264, -3.309], [-2.213, 0.156, -3.265], [-2.736, 3.190, -2.964], [-2.012, 2.169, -4.172], [-1.703, 0.178, -4.137], [-2.427, -0.717, -2.806], [-2.007, 2.543, 1.621], [-3.005, 2.027, 1.026], [-0.764, 2.510, 1.246], [-2.005, 3.256, 2.736], [-0.549, 2.027, 0.386], [-0.054, 2.849, 1.880], [-2.923, 3.325, 3.154], [-1.159, 3.624, 3.146], [1.392, 1.412, -3.024], [1.754, 1.689, -4.153], [0.480, 0.620, -2.594], [1.851, 2.027, -1.982], [-0.017, -0.010, -3.207], [0.102, 0.722, -1.663], [2.668, 2.618, -2.045], [1.679, 1.651, -1.060], [2.672, 3.038, 1.871], [3.117, 3.983, 2.446], [2.349, 2.981, 0.593], [2.334, 1.918, 2.413], [2.603, 3.759, 0.002], [1.663, 2.356, 0.193], [2.262, 1.171, 1.737], [2.326, 1.771, 3.412], [-1.202, -2.768, 3.188], [-1.718, -3.367, 2.301], [-0.091, -2.187, 3.009], [-1.839, -2.592, 4.333], [0.118, -2.118, 2.023], [0.347, -1.627, 3.726], [-1.319, -2.250, 5.129], [-2.823, -2.801, 4.426], [-1.004, -1.940, -2.778], [-0.965, -2.144, -3.957], [-2.036, -2.310, -2.013], [-0.070, -1.459, -1.987], [-2.019, -2.252, -1.004], [-2.826, -2.589, -2.577], [0.857, -1.353, -2.373], [-0.126, -1.673, -1.002], [2.555, -1.426, -2.579], [1.960, -2.303, -3.242], [2.180, -1.121, -1.388], [3.706, -0.835, -2.876], [2.514, -0.206, -1.122], [1.261, -1.324, -1.021], [4.230, -0.108, -2.411], [4.243, -1.105, -3.688], [0.861, -4.760, -0.277], [0.615, -4.778, 0.938], [1.041, -3.696, -1.015], [0.921, -5.847, -1.008], [1.731, -3.746, -1.751], [0.893, -2.866, -0.458], [0.974, -5.661, -2.000], [0.258, -6.489, -0.599], [-1.212, 4.592, -0.390], [-2.313, 4.599, 0.123], [-0.527, 3.528, -0.841], [-0.471, 5.663, -0.334], [0.448, 3.780, -0.921], [-0.975, 2.635, -0.693], [0.341, 5.567, -0.928], [-0.714, 6.437, 0.266], [-3.363, 0.327, 2.572], [-4.430, 0.174, 1.986], [-2.182, -0.068, 2.205], [-3.243, 0.782, 3.792], [-1.396, -0.030, 2.838], [-1.964, -0.619, 1.387], [-4.041, 0.592, 4.382], [-2.365, 1.088, 4.187], [-2.824, -2.466, 0.722], [-2.592, -1.605, 0.374], [-3.773, -2.429, 0.838], [4.718, -0.445, 0.338], [4.279, 0.219, -0.195], [4.004, -0.962, 0.712], [3.329, -3.160, -0.100], [3.639, -2.513, -0.734], [2.399, -2.963, 0.008], [3.138, -1.279, 2.107], [2.285, -1.191, 1.682], [3.022, -0.872, 2.965]], "mulliken_charge": [1.055, -0.204, 0.229, 2.872, -0.821, -1.948, 1.863, -2.074, -0.934, -0.989, -1.193, 1.381, -0.676, 1.129, -0.708, -0.301, -0.402, 0.269, 0.208, 0.286, 0.322, -0.037, -0.779, 0.863, -0.103, -1.283, 0.718, 0.418, 0.123, -0.102, -0.823, 0.327, 0.153, 0.155, -0.579, 0.408, 2.216, -0.039, -0.737, 0.050, -0.036, 0.296, 0.291, -0.160, 0.244, 0.250, -0.576, 0.220, -0.350, -1.216, 0.378, 0.145, 0.237, -1.322, -0.670, -0.371, 1.638, 0.558, 0.303, 0.601, -0.526, -0.296, -0.721, 1.835, -0.084, -0.700, -1.639, 0.102, 0.337, 0.250, -0.602, 0.044, -0.630, 0.766, 1.096, 0.231, 0.307, 0.355, -0.691, -0.074, -0.376, 0.396, -0.838, 0.177, 0.262, 0.138, -0.770, 0.956, -0.313, 0.574, -0.414, 0.269, 0.182, -0.331, 1.108, 0.429, -0.911, 0.306, 0.409, -0.786, 0.345, -0.691, -0.548, -0.923, 0.217]}

=====

Record 5
{"formula": "C32H36F4O4S2", "method": "ωB97M-V with the def2-TZVPD basis set", "spin_multiplicity": 1, "e_tot_ev": -74485.375, "homo_energy_ev": -9.0, "symbols": ["F", "C", "C", "C", "C", "C", "C", "H", "H", "H", "H", "H", "F", "C", "C", "C", "C", "C", "C", "H", "H", "H", "H", "H", "F", "C", "C", "C", "C", "C", "C", "H", "H", "H", "H", "H", "F", "C", "C", "C", "C", "C", "C", "H", "H", "H", "H", "H", "C", "C", "C", "S", "O", "O", "C", "H", "H", "H", "H", "H", "H", "H", "H", "C", "C", "C", "S", "O", "O", "C", "H", "H", "H", "H", "H", "H", "H", "H"], "positions_angstrom": [[-4.665, 4.558, -2.918], [-3.863, 3.589, -3.389], [-2.844, 3.061, -2.548], [-1.959, 2.042, -2.942], [-2.235, 1.424, -4.303], [-3.233, 1.864, -5.142], [-4.018, 3.083, -4.735], [-2.432, 3.531, -1.535], [-1.198, 1.860, -2.097], [-1.758, 0.488, -4.351], [-3.340, 1.572, -6.067], [-5.092, 3.447, -5.056], [1.815, 2.864, 5.263], [2.361, 1.783, 5.083], [2.948, 0.999, 6.061], [3.649, -0.273, 5.785], [3.643, -0.703, 4.526], [3.105, 0.018, 3.454], [2.525, 1.248, 3.811], [2.931, 1.617, 7.069], [4.251, -0.828, 6.479], [4.157, -1.497, 4.254], [3.259, -0.207, 2.255], [2.109, 1.829, 3.098], [-1.439, 2.083, 1.805], [-1.668, 1.171, 0.895], [-2.949, 1.049, 0.257], [-3.101, -0.038, -0.709], [-2.114, -0.917, -0.974], [-0.756, -0.772, -0.319], [-0.617, 0.322, 0.452], [-3.653, 1.752, 0.508], [-4.084, -0.082, -1.090], [-2.170, -1.859, -1.632], [-0.046, -1.512, -0.476], [0.374, 0.672, 1.135], [-4.053, 4.939, 4.943], [-3.171, 3.999, 5.409], [-2.740, 4.146, 6.820], [-1.738, 3.360, 7.353], [-0.889, 2.572, 6.473], [-1.314, 2.472, 5.191], [-2.435, 3.112, 4.501], [-3.565, 4.912, 7.202], [-1.685, 3.397, 8.440], [-0.136, 1.892, 6.908], [-0.488, 2.020, 4.519], [-2.614, 3.000, 3.400], [4.295, 0.269, -2.582], [3.145, 0.907, -1.720], [2.074, 1.150, -2.603], [2.009, -0.283, -3.644], [1.905, 0.248, -4.957], [1.035, -1.272, -3.202], [3.668, -0.956, -3.389], [5.025, 0.118, -2.050], [4.792, 0.938, -3.248], [3.457, 1.865, -1.220], [2.954, 0.268, -0.885], [2.503, 2.065, -3.268], [1.152, 1.083, -2.022], [4.177, -1.472, -4.154], [3.428, -2.070, -2.873], [-0.870, -4.723, -2.178], [0.525, -5.170, -1.587], [0.891, -6.421, -2.162], [0.589, -6.163, -3.913], [-0.117, -7.221, -4.612], [1.758, -5.666, -4.508], [-0.702, -4.873, -3.678], [-1.066, -3.880, -1.857], [-1.551, -5.365, -1.802], [0.465, -5.034, -0.431], [1.273, -4.565, -1.934], [0.151, -7.190, -2.155], [1.868, -6.655, -2.281], [-1.637, -5.037, -4.236], [-0.259, -3.957, -3.915]], "mulliken_charge": [-0.287, 0.343, -0.296, 0.460, -0.458, -0.708, -0.500, 0.204, -0.090, 0.478, 0.563, 0.253, -0.313, 0.085, 0.082, -0.737, -0.292, -0.346, -0.169, 0.246, 0.376, 0.518, 0.026, 0.527, -0.304, 0.492, -0.474, -0.544, -0.333, -0.294, -0.136, 0.616, 0.470, 0.085, 0.656, -0.305, -0.293, 0.462, -0.434, -0.431, -0.434, 0.124, -0.432, 0.222, 0.366, 0.406, 0.038, 0.416, -1.379, -0.546, 0.394, 1.042, -0.721, -0.413, -0.600, 0.804, 0.376, 0.414, 0.228, 0.322, -0.587, 0.530, 0.152, -0.336, -0.448, -0.959, 1.163, -0.684, -0.636, -0.398, -0.227, 0.513, 0.329, 0.244, 0.414, 0.545, 0.399, 0.161]}

=====

Record 6
{"formula": "C4H2IPS", "method": "ωB97M-V with the def2-TZVPD basis set", "spin_multiplicity": 1, "e_tot_ev": -32394.838, "homo_energy_ev": [-8.9, -9.3], "symbols": ["C", "C", "C", "C", "P", "S", "I", "H", "H"], "positions_angstrom": [[-0.725, 2.644, 0.066], [-0.086, -3.892, -0.120], [-0.714, 1.469, -0.246], [-0.004, -5.057, -0.258], [-1.235, -0.272, -0.629], [-0.094, -1.245, 0.775], [-3.557, -0.287, 0.038], [-0.585, 3.646, 0.329], [0.206, -2.967, 0.320]], "nbo_charge": [-0.131, -0.447, -0.394, 0.070, 0.548, -0.025, -0.018, 0.242, 0.156]}